A molecular structure, C48H49As2CuF3N2O2SbSi. Source: OMol25; level of theory: ωB97M-V/def2-TZVPD.

- Kohn-Sham gap (spin up / spin down) (eV) = 7.537 / 6.669
- ΔE to the lowest compared entry with this formula, charge and spin (kJ/mol) = 46.6
- charge = +1
- multiplicity = 2
- <S²> = 0.756

Cartesian coordinates (Å):
Cu  -0.39186  0.56003  -0.16645
C  -0.01129  -1.18119  4.46273
O  1.10936  -0.74989  3.66952
C  0.84538  -0.44743  2.40650
O  -0.25916  -0.45278  1.89146
N  1.98593  -0.15291  1.73567
N  1.87937  0.31707  0.42159
H  0.40306  -1.39703  5.44318
H  -0.45332  -2.07267  4.02239
H  -0.75210  -0.38447  4.52210
H  2.85670  -0.08331  2.24112
H  2.33886  -0.32840  -0.21629
H  2.31726  1.23202  0.36152
C  0.80440  0.93296  -4.24405
As  -0.25140  0.19963  -2.77720
C  -0.51296  -1.60657  -3.48432
C  -2.02962  0.89896  -3.21098
C  -2.26863  1.53907  -4.42479
C  -3.53724  1.99667  -4.74689
C  -4.59007  1.79906  -3.86790
C  -4.36134  1.17438  -2.65355
C  -3.08652  0.73878  -2.30868
As  -2.73908  0.02274  -0.53401
C  -4.04946  0.92148  0.58525
C  -3.61689  -1.71446  -0.69220
H  0.46274  0.52622  -5.19592
H  1.84918  0.66119  -4.09160
H  0.73100  2.01920  -4.24816
H  -0.87625  -1.54596  -4.51038
H  -1.23778  -2.14358  -2.87774
H  0.43217  -2.14899  -3.45999
H  -1.46687  1.68383  -5.13605
H  -3.70395  2.49871  -5.69035
H  -5.58477  2.13877  -4.12452
H  -5.18502  1.05251  -1.96167
H  -5.06550  0.72848  0.24143
H  -3.85676  1.99281  0.59651
H  -3.93786  0.52614  1.59564
H  -4.60002  -1.56152  -1.14190
H  -3.73916  -2.15417  0.29662
H  -3.03509  -2.39204  -1.31544
C  2.61842  3.20073  3.54181
C  3.02928  3.73829  2.33299
C  2.18489  3.70624  1.23160
C  0.91545  3.12954  1.31373
C  0.52406  2.58763  2.54441
C  1.35730  2.63044  3.64939
Si  -0.22825  2.97499  -0.17038
C  0.61920  3.61327  -1.72390
C  0.06819  4.63725  -2.49671
C  0.72479  5.13395  -3.61338
C  1.96232  4.63090  -3.97730
C  2.53737  3.61796  -3.22292
C  1.86330  3.11385  -2.12408
C  -1.86173  3.83941  0.11955
C  -2.20840  4.32350  1.38537
C  -3.43120  4.93381  1.61122
C  -4.33213  5.08978  0.56867
C  -3.99917  4.63943  -0.70043
C  -2.78137  4.01802  -0.91938
H  3.27464  3.23277  4.40048
H  4.00338  4.20015  2.25055
H  2.51653  4.15262  0.30330
H  -0.44660  2.11605  2.63493
H  1.03055  2.21386  4.59148
H  -0.88209  5.07145  -2.21914
H  0.27332  5.92876  -4.18945
H  2.47888  5.02697  -4.84028
H  3.50346  3.21823  -3.49711
H  2.33186  2.30871  -1.57158
H  -1.51236  4.23519  2.20702
H  -3.67507  5.30236  2.59824
H  -5.28386  5.57277  0.74136
H  -4.68972  4.77092  -1.52149
H  -2.54483  3.67720  -1.91896
F  -3.35752  -7.67317  -2.97999
C  -2.63100  -6.74547  -2.33547
C  -3.02490  -6.34710  -1.07318
C  -2.27109  -5.38276  -0.42264
C  -1.14716  -4.82102  -1.02071
C  -0.77521  -5.26346  -2.28699
C  -1.51040  -6.22807  -2.95581
Sb  -0.03950  -3.23451  -0.10263
C  1.87101  -4.08287  -0.50410
C  2.86550  -3.28739  -1.05955
C  4.11912  -3.79611  -1.36637
C  4.35735  -5.13019  -1.10637
F  5.56502  -5.64005  -1.39404
C  3.39241  -5.96363  -0.56828
C  2.14989  -5.42979  -0.27497
C  -0.23188  -3.84944  1.92975
C  -1.43887  -3.59533  2.57764
C  -1.64007  -3.94717  3.90257
C  -0.59211  -4.53403  4.58696
F  -0.76612  -4.86699  5.87742
C  0.63256  -4.76980  3.99481
C  0.80142  -4.42484  2.66106
H  -3.89662  -6.79223  -0.61787
H  -2.57049  -5.08579  0.57283
H  0.11131  -4.86527  -2.76765
H  -1.22690  -6.58366  -3.93521
H  2.66276  -2.24468  -1.28761
H  4.89749  -3.18735  -1.80154
H  3.62210  -7.00429  -0.39421
H  1.38642  -6.07889  0.13643
H  -2.24429  -3.09724  2.05462
H  -2.57730  -3.76697  4.40808
H  1.42746  -5.22166  4.57080
H  1.75810  -4.62161  2.19265

5 unconnected molecules or ions with the total composition C48H49BF4IN4O2PS2. Source: OMol25; level of theory: ωB97M-V/def2-TZVPD.

- SMILES = [H]/N=C(\C)Cc1c(CB(O)O)c2c(c(C)c1N=C=S)Sc1c(cc(I)cc1P(C)CC)N2N=C(C)C.Fc1ccccc1.Fc1ccccc1.Fc1ccccc1.Fc1ccccc1
- Kohn-Sham gap (eV) = 8.072

Cartesian coordinates (Å):
H  -1.25506  -6.65312  0.32475
N  -1.22505  -5.74044  -0.12646
C  -0.25440  -5.69753  -0.93925
C  0.68844  -6.85058  -1.17328
C  0.04041  -4.44782  -1.73975
C  -0.21975  -3.15652  -1.00434
C  -0.94210  -2.10456  -1.57152
C  -1.50567  -2.23424  -2.96994
B  -0.40070  -1.97355  -4.07106
O  -0.72683  -1.91433  -5.39575
O  0.94806  -1.79078  -3.72524
C  -1.16227  -0.92230  -0.84354
C  -0.63928  -0.82008  0.43927
C  0.07940  -1.85249  1.04320
C  0.58777  -1.68421  2.45413
C  0.28099  -2.99564  0.28391
N  1.07132  -4.05040  0.89245
C  2.25615  -3.87204  1.02729
S  3.71904  -3.42143  1.36553
S  -0.82982  0.66972  1.38162
C  -1.11459  1.86312  0.10773
C  -1.60830  1.44796  -1.12450
C  -1.86083  2.41723  -2.09484
C  -1.63449  3.75275  -1.84218
I  -2.09193  5.16263  -3.32354
C  -1.10987  4.14520  -0.61817
C  -0.83628  3.21521  0.37829
P  -0.13185  3.93754  1.91769
C  1.63306  3.40840  1.87491
C  -0.83331  3.09409  3.40184
C  -2.36026  2.97850  3.38936
N  -1.91098  0.10262  -1.49561
N  -3.33905  -0.22672  -1.58770
C  -3.95506  -0.62170  -0.52652
C  -4.02907  0.11014  0.78469
C  -4.74322  -1.90017  -0.60043
H  0.84448  -7.04932  -2.23444
H  0.36602  -7.75382  -0.65954
H  1.66290  -6.56660  -0.76239
H  -0.51287  -4.52310  -2.67288
H  1.10032  -4.46266  -2.01612
H  -2.30562  -1.51178  -3.12317
H  -1.95624  -3.22199  -3.08337
H  -0.05971  -1.39105  -5.85555
H  1.02781  -0.96542  -3.22965
H  0.78458  -2.66678  2.88077
H  -0.20936  -1.26176  3.06702
H  1.49013  -1.07781  2.50680
H  -2.26724  2.09434  -3.04510
H  -0.92441  5.19508  -0.43009
H  2.14314  4.02084  1.13286
H  2.06263  3.61271  2.85494
H  1.75392  2.35969  1.60070
H  -0.34959  2.12179  3.51972
H  -0.49912  3.68280  4.25788
H  -2.81908  3.84309  3.86186
H  -2.76486  2.78394  2.39640
H  -2.63251  2.12308  4.00860
H  -3.64468  -0.44651  1.63919
H  -5.08739  0.32444  0.95404
H  -3.52793  1.07351  0.72208
H  -5.77842  -1.74316  -0.28905
H  -4.74668  -2.25175  -1.62889
H  -4.21791  -2.59135  0.06135
F  7.94030  -3.80704  -4.37221
C  6.73610  -3.38888  -3.93203
C  6.44240  -3.49339  -2.58741
C  5.20285  -3.05671  -2.14068
C  4.27904  -2.53706  -3.03649
C  4.59483  -2.44701  -4.38507
C  5.83512  -2.87026  -4.84134
H  7.17425  -3.90981  -1.90801
H  4.94955  -3.12383  -1.09129
H  3.31094  -2.20712  -2.68415
H  3.87175  -2.04769  -5.08378
H  6.10577  -2.80269  -5.88651
F  -4.20170  7.69793  -9.44924
C  -4.27251  6.65779  -8.59470
C  -5.17915  5.64718  -8.84525
C  -5.24592  4.57642  -7.96523
C  -4.41869  4.53449  -6.85103
C  -3.51854  5.56404  -6.61905
C  -3.43645  6.63567  -7.49659
H  -5.81901  5.70367  -9.71558
H  -5.94651  3.77326  -8.15073
H  -4.47525  3.70030  -6.16371
H  -2.87799  5.52638  -5.74531
H  -2.73603  7.44471  -7.33749
F  3.55598  0.66520  3.71616
C  4.87329  0.38379  3.81431
C  5.58748  0.89154  4.88018
C  6.93949  0.59425  4.97843
C  7.55531  -0.19252  4.01432
C  6.81645  -0.68868  2.94880
C  5.46276  -0.40391  2.84661
H  5.08946  1.50783  5.61676
H  7.51298  0.97887  5.81105
H  8.61020  -0.41831  4.09382
H  7.29428  -1.29876  2.19373
H  4.86645  -0.78485  2.02821
F  -2.33954  3.01600  6.31467
C  -2.32712  2.00968  7.21205
C  -1.45239  0.95943  7.01735
C  -1.43705  -0.07508  7.94179
C  -2.29464  -0.04963  9.03328
C  -3.16802  1.01594  9.20465
C  -3.18569  2.06015  8.29111
H  -0.79755  0.95776  6.15527
H  -0.75331  -0.90275  7.80836
H  -2.28182  -0.85995  9.74976
H  -3.83943  1.03553  10.05257
H  -3.85271  2.90349  8.40914

Q: Which largest force on an atom values were calculated for the entries above? A: 0.46; 2.53, in eV/A.